# 1
The following is a DFT calculation (wB97M-V/def2-TZVPD) of a structure of composition C18H42AsF6N6O6Y.

Geometry (Å):
1 Y 0.082549 0.126145 -0.569894
2 As -1.916741 -2.380967 1.964330
3 F -0.468717 -2.380301 2.859285
4 F -1.463551 -3.816549 1.143547
5 F -3.325203 -2.308333 0.977956
6 F -2.318976 -0.847285 2.621576
7 F -1.089249 -1.503812 0.642513
8 F -2.738123 -3.174717 3.163597
9 C -0.161668 4.573358 -1.217213
10 C -0.649053 3.610277 -0.175632
11 O -0.439600 2.387819 -0.284671
12 N -1.156262 4.133534 0.948765
13 C -1.273792 3.466145 2.233678
14 H 0.753578 5.097992 -0.959398
15 H -0.897464 5.371942 -1.398081
16 H -0.115585 4.091505 -2.192544
17 H -1.424808 5.104455 0.910780
18 H -2.114464 2.786545 2.329738
19 H -1.373238 4.226567 3.010260
20 H -0.311906 3.010923 2.461632
21 C 2.248890 0.725001 3.059185
22 C 0.758911 0.608019 2.879821
23 O 0.272670 0.360855 1.753104
24 N -0.020422 0.628967 3.937755
25 C 0.381867 0.819605 5.325217
26 H 2.477385 1.699570 3.500490
27 H 2.731022 0.722422 2.087645
28 H 2.627071 -0.118936 3.630696
29 H -0.995681 0.430201 3.739388
30 H 0.228087 -0.072717 5.937366
31 H -0.178094 1.614433 5.815458
32 H 1.446605 1.023335 5.352119
33 C -4.020879 1.355668 0.518688
34 C -3.425516 0.698980 -0.689068
35 O -2.235617 0.385919 -0.720874
36 N -4.267151 0.404884 -1.675251
37 C -3.850309 -0.290225 -2.903814
38 H -5.104755 1.221900 0.536905
39 H -3.839801 2.406107 0.730620
40 H -3.667529 0.762290 1.371086
41 H -5.170306 0.841156 -1.716869
42 H -4.578074 -0.114563 -3.689250
43 H -3.787368 -1.368329 -2.751881
44 H -2.868877 0.066678 -3.220947
45 C -1.088385 -2.695945 -4.041184
46 C -1.197363 -2.503480 -2.553769
47 O -0.527492 -1.613268 -1.953585
48 N -2.125598 -3.171040 -1.919875
49 C -2.605753 -4.487969 -2.323812
50 H -0.481569 -3.586078 -4.234504
51 H -0.559275 -1.848527 -4.459999
52 H -2.081953 -2.846318 -4.447856
53 H -2.332253 -2.887157 -0.971874
54 H -3.105454 -4.466906 -3.290645
55 H -3.301134 -4.853784 -1.571975
56 H -1.809648 -5.236435 -2.327490
57 C 3.085123 -2.712925 1.369960
58 C 2.631341 -2.343385 -0.019264
59 O 1.854303 -1.385388 -0.187581
60 N 3.149618 -3.057592 -1.020586
61 C 2.985381 -2.737745 -2.422136
62 H 3.444682 -3.747772 1.411219
63 H 2.321542 -2.528821 2.116886
64 H 4.018127 -2.203644 1.642420
65 H 3.582568 -3.930011 -0.777462
66 H 2.602862 -1.735471 -2.555761
67 H 2.288471 -3.435584 -2.887122
68 H 3.955814 -2.845884 -2.901218
69 C 3.024831 3.312858 0.526874
70 C 2.971633 2.208162 -0.475916
71 O 2.078071 1.350710 -0.399667
72 N 3.895729 2.195444 -1.419424
73 C 4.178854 1.111998 -2.334788
74 H 2.063680 3.484467 1.002407
75 H 3.420568 4.269826 0.180029
76 H 3.717856 3.027250 1.328844
77 H 4.471928 3.021874 -1.465321
78 H 3.912847 1.401440 -3.362960
79 H 3.566175 0.236057 -2.155938
80 H 5.234019 0.854579 -2.374741

Cartesian forces, eV/Å:
Y -0.448 -0.778 2.265
As 0.167 0.011 -0.618
F 0.831 0.078 0.202
F 0.226 -0.410 -0.216
F -0.496 0.176 -0.627
F -0.207 0.920 0.313
F 0.530 0.089 -0.409
F -0.794 -0.889 1.200
C -1.449 0.606 -0.963
C 0.788 -0.296 0.693
O -0.115 0.220 -0.202
N -0.288 0.304 -0.484
C 0.498 0.409 0.468
H 0.221 -0.354 0.177
H 0.072 -0.087 0.351
H 0.463 -0.210 0.168
H 0.174 0.021 0.002
H 0.126 -0.263 -0.236
H -0.246 0.118 -0.232
H -0.233 -0.536 -0.116
C -0.122 0.635 -0.429
C 0.436 -1.174 -0.741
O 0.039 0.664 -0.308
N -0.648 0.347 0.608
C 0.215 -0.306 0.225
H 0.200 -0.319 0.388
H -0.160 -0.195 -0.185
H 0.070 0.192 0.306
H 0.048 -0.157 0.011
H -0.114 -0.133 -0.343
H 0.071 0.181 -0.259
H -0.037 0.240 0.139
C -0.774 -0.750 0.915
C -0.782 0.689 0.337
O 1.035 -0.153 -0.599
N 0.355 -0.328 -1.168
C 0.152 0.053 0.320
H 0.030 0.091 -0.174
H 0.474 0.046 -0.512
H 0.125 0.202 -0.066
H -0.153 -0.044 0.439
H -0.035 0.171 0.029
H -0.039 0.086 0.178
H -0.090 0.040 -0.029
C 0.741 -0.453 0.653
C 0.135 1.366 -0.102
O 0.230 0.339 -0.742
N -0.247 -0.792 0.546
C -0.291 -0.394 0.142
H -0.156 -0.027 -0.154
H -0.155 0.113 -0.159
H 0.029 0.068 -0.296
H 0.262 -0.071 0.314
H 0.011 0.003 0.012
H -0.169 0.268 -0.049
H 0.137 0.259 -0.206
C 0.726 -0.641 -0.072
C -0.033 0.063 0.668
O -0.013 0.142 -0.551
N -0.438 0.536 0.262
C 0.014 -0.648 -0.195
H -0.564 -0.070 0.003
H -0.123 -0.010 -0.049
H -0.358 0.537 -0.215
H 0.290 -0.018 -0.001
H -0.007 0.134 0.151
H -0.015 0.047 -0.090
H -0.035 0.119 -0.173
C 0.466 0.488 0.787
C -0.704 0.188 -0.066
O -0.062 -0.509 -0.436
N 0.549 0.157 0.078
C -0.428 0.090 -1.464
H -0.152 -0.145 -0.170
H -0.084 -0.162 -0.366
H -0.106 -0.157 -0.103
H 0.232 -0.179 -0.037
H 0.094 0.154 0.229
H 0.080 0.003 0.615
H 0.027 -0.002 0.417

Output
HOMO in Ha: -0.546
Multiplicity: 1
Relative energy (zero: lowest compared OMol25 entry of this formula, charge and spin) in eV: 0.000
Total energy in eV: -118760.0014
Charge: +2
HOMO-LUMO gap in eV: 10.01

---

# 2
The following is a DFT calculation (wB97M-V/def2-TZVPD) of a structure of composition C18H42CaN3O2P2.

Geometry (Å):
1 Ca 0.085414 -0.744875 -0.045469
2 P 2.589880 0.485988 -0.223987
3 P -2.523651 0.102516 -0.327811
4 N 0.025120 1.202574 -1.600894
5 C 2.405590 1.965333 -1.277950
6 H 2.881032 2.890414 -0.856278
7 H 2.859332 1.706983 -2.254831
8 C 0.923107 2.276918 -1.665456
9 H 0.612248 3.270049 -1.201629
10 H 0.974734 2.508447 -2.772035
11 C -1.193502 1.525466 -2.305614
12 H -1.369836 0.711966 -3.020309
13 H -1.158722 2.487821 -2.844799
14 C -2.417161 1.600500 -1.364020
15 H -3.310491 1.710908 -1.983247
16 H -2.346565 2.470431 -0.693324
17 C -3.959871 0.353551 0.770290
18 C -3.565117 1.335018 1.879996
19 H -3.211929 2.294236 1.479205
20 H -2.774795 0.925809 2.527515
21 H -4.447640 1.518363 2.507018
22 C -3.009564 -1.152842 -1.600440
23 C -2.857171 -2.598709 -1.088697
24 H -2.697376 -3.263411 -1.951649
25 H -3.764636 -2.945456 -0.574729
26 H -2.004315 -2.750213 -0.404914
27 C 3.687706 -0.728494 -1.198425
28 C 4.156994 -1.854010 -0.276618
29 H 4.619723 -2.639382 -0.881004
30 H 3.326807 -2.318987 0.269137
31 H 4.900273 -1.515713 0.449050
32 C 3.454581 1.235824 1.217019
33 C 3.375225 0.294418 2.431660
34 H 3.823150 0.781226 3.311531
35 H 3.917287 -0.646598 2.246281
36 H 2.337405 0.038761 2.699745
37 C -0.017616 1.284510 1.374437
38 O -0.117632 2.275517 1.956894
39 C -4.403292 -0.859341 -2.162521
40 H -4.837373 0.073500 -1.782656
41 H -4.336820 -0.767617 -3.254640
42 H -5.094759 -1.682320 -1.941883
43 C 4.796047 -0.078844 -2.019610
44 H 5.565509 -0.825775 -2.252701
45 H 4.421184 0.300326 -2.980230
46 H 5.274131 0.743156 -1.480946
47 C 4.878435 1.675799 0.890515
48 H 5.314394 2.187569 1.762549
49 H 5.521953 0.816563 0.657007
50 H 4.899560 2.388316 0.056331
51 C -4.470943 -0.968952 1.350220
52 H -3.680089 -1.522578 1.888310
53 H -5.267671 -0.743834 2.072340
54 H -4.910477 -1.629344 0.589299
55 H -4.729372 0.794161 0.120854
56 H 2.854246 2.134631 1.446276
57 H -2.278736 -1.001076 -2.414685
58 H 2.978271 -1.174741 -1.921518
59 H 1.534193 -0.019178 -3.947003
60 H 1.538271 0.217443 -4.703211
61 N -0.677670 -1.182319 3.995801
62 C -1.034100 -1.919020 2.940919
63 N -2.067012 -2.812827 3.158637
64 O -0.474695 -1.823607 1.800223
65 H -1.121811 -1.332634 4.898004
66 H 0.176265 -0.622314 3.937825
67 H -2.180096 -3.555263 2.486209
68 H -2.395560 -2.904732 4.104635

Cartesian forces, eV/Å:
Ca 0.186 0.699 -1.040
P 0.133 -0.102 -0.294
P 0.263 -0.138 -0.254
N -0.383 -1.477 1.711
C -0.520 0.338 -0.944
H -0.195 -1.018 -0.374
H 0.213 0.306 0.668
C 0.959 1.562 -1.631
H 0.038 -0.927 0.023
H 0.266 0.543 0.779
C -0.230 -0.389 0.574
H -0.289 0.338 -0.372
H 0.145 -0.347 -0.037
C -0.047 0.237 -0.148
H -0.245 0.102 0.161
H 0.072 -0.154 -0.224
C -0.025 -0.086 -0.242
C -0.240 0.058 0.051
H -0.119 -0.203 0.141
H -0.179 0.006 -0.205
H 0.239 0.108 -0.070
C -0.008 0.067 0.357
C -0.021 -0.281 -0.461
H -0.111 0.063 0.297
H 0.362 0.116 -0.085
H -0.210 0.124 -0.113
C -0.575 0.558 0.288
C 0.136 -0.117 -0.166
H 0.018 0.037 0.089
H 0.083 0.122 0.011
H -0.056 -0.013 -0.063
C 0.091 -0.467 0.233
C 0.337 0.092 0.239
H -0.056 -0.196 -0.209
H -0.186 0.333 0.135
H 0.219 0.080 -0.221
C -0.398 2.939 1.874
O 0.321 -2.504 -1.703
C -0.217 -0.219 -0.647
H 0.053 -0.282 -0.153
H -0.250 -0.013 0.242
H 0.068 0.241 -0.035
C 0.346 -0.042 -0.177
H -0.084 0.142 0.003
H 0.090 -0.029 0.334
H 0.002 -0.168 -0.233
C 0.287 0.210 0.500
H -0.048 -0.137 -0.231
H -0.158 0.255 0.050
H 0.040 -0.247 0.145
C -0.203 -0.044 0.192
H -0.328 0.299 -0.307
H 0.148 -0.110 -0.085
H 0.181 0.266 0.205
H -0.064 0.046 0.424
H 0.091 -0.269 -0.179
H -0.127 -0.043 0.366
H 0.058 0.174 0.301
H -0.048 0.505 -1.394
H 0.026 -0.469 1.429
N 0.515 0.550 0.296
C -0.234 -1.250 -1.491
N 1.311 1.138 -0.327
O -0.821 -0.471 2.296
H 0.416 0.205 -0.395
H -0.722 -0.313 0.087
H -0.140 0.083 0.178
H -0.176 -0.419 -0.167

Output
HOMO (alpha / beta) in Ha: -0.332 / -0.332
Multiplicity: 1
Total energy in eV: -64924.7026
Charge: +1
HOMO-LUMO gap (alpha / beta) in eV: 6.45 / 6.45

---

Table of molar mass (g mol⁻¹), in record order: 716.386; 434.579
Table of strongest force on any atom (hartree/bohr), in record order: 0.0474; 0.0682